Record 1
Molecular formula: C13H16AsBrKN3O2S
Method: DFT, ωB97M-V/def2-TZVPD

Summary:
* energy relative to the best compared isomer or geometry (same formula, charge and spin): 48.8 kJ/mol
* net charge: 0

Positions of all 38 atoms, in Å:
K -0.16 0.13 -0.38
Br 3.28 -0.28 -2.56
C 3.57 -0.33 -0.68
C 4.88 -0.34 -0.23
C 5.07 -0.37 1.14
C 3.96 -0.39 1.98
C 2.69 -0.39 1.43
N 2.51 -0.34 0.09
C 1.46 -0.45 2.35
O 1.69 -0.46 3.55
O 0.36 -0.48 1.73
H 5.70 -0.33 -0.93
H 6.07 -0.37 1.56
H 4.02 -0.42 3.06
S -3.28 -0.10 -0.53
C -3.15 -1.58 0.25
N -2.96 -2.72 -0.47
C -2.68 -3.94 0.05
C -2.64 -4.07 1.40
C -2.93 -2.89 2.13
N -3.21 -1.72 1.62
H -2.98 -2.60 -1.47
H -2.51 -4.73 -0.66
H -2.42 -5.01 1.88
H -2.98 -2.94 3.22
C -0.59 5.06 -0.10
As 0.08 3.24 -0.01
C 1.77 3.53 -0.98
C 0.88 3.32 1.79
H 0.18 5.77 0.19
H -1.44 5.15 0.58
H -0.94 5.27 -1.11
H 2.29 4.38 -0.55
H 1.56 3.72 -2.03
H 2.41 2.65 -0.91
H 1.49 4.22 1.87
H 1.50 2.44 1.98
H 0.09 3.34 2.54

Record 2
Molecular formula: C47H60Cl2IKNO7
Method: DFT, ωB97M-V/def2-TZVPD

Summary:
* net charge: -1
* energy: -4226.1693 a.u.

Positions of all 119 atoms, in Å:
K -3.17 2.53 0.95
C 0.25 4.55 3.26
O -0.13 3.45 2.36
C 0.87 2.55 2.14
C 0.94 1.37 2.90
C -0.23 0.87 3.78
C -0.84 -0.43 3.33
C -0.73 -1.59 4.06
C -1.13 -2.84 3.55
C -2.06 -2.85 2.48
C -2.24 -1.67 1.73
C -3.26 -1.78 0.58
C -2.71 -1.40 -0.84
C -1.87 -2.31 -1.45
C -1.10 -2.00 -2.58
C -1.16 -0.65 -2.93
C -2.06 0.29 -2.46
C -1.97 1.74 -2.85
C -0.61 2.33 -2.68
C 0.44 2.16 -3.56
C 1.75 2.64 -3.46
C 2.02 3.27 -2.26
C 1.02 3.54 -1.30
C 1.47 4.00 0.07
C 1.75 2.85 1.10
C 2.79 1.93 0.89
C 3.12 0.96 1.84
C 2.15 0.69 2.80
C 4.39 0.16 1.96
C 5.55 0.92 1.30
C 4.26 -1.26 1.33
C 4.83 -0.14 3.47
C -0.41 3.30 -1.58
O -1.36 3.72 -0.86
C 2.74 2.17 -4.49
C 3.97 3.12 -4.65
C 3.20 0.74 -4.07
C 2.09 2.06 -5.89
C -2.97 -0.17 -1.46
O -3.93 0.70 -1.01
C -5.37 0.47 -1.34
C -0.20 -3.03 -3.37
C -0.84 -4.43 -3.35
C -0.02 -2.65 -4.88
C 1.20 -2.93 -2.67
C -1.54 -0.44 2.06
O -1.55 0.56 1.25
C -0.55 -4.15 4.08
C -1.44 -4.68 5.23
C -0.45 -5.12 2.92
C 0.84 -3.85 4.60
H -0.44 4.55 4.16
H 0.23 5.51 2.70
H 1.25 4.35 3.61
H -0.95 1.70 3.80
H 0.08 0.66 4.81
H -0.38 -1.61 5.07
H -2.45 -3.81 2.18
H -4.18 -1.19 0.78
H -3.53 -2.84 0.57
H -1.61 -3.22 -0.92
H -0.48 -0.25 -3.67
H -2.72 2.30 -2.26
H -2.28 1.85 -3.94
H 0.08 1.80 -4.50
H 3.07 3.57 -1.96
H 0.66 4.65 0.55
H 2.37 4.63 -0.08
H 3.39 1.95 -0.05
H 2.40 -0.12 3.52
H 5.35 1.16 0.25
H 6.55 0.39 1.36
H 5.71 1.91 1.74
H 4.16 -1.20 0.26
H 3.46 -1.91 1.80
H 5.21 -1.89 1.47
H 4.90 0.77 4.06
H 5.80 -0.61 3.39
H 4.22 -0.82 4.06
H 4.49 3.20 -3.70
H 3.63 4.09 -5.08
H 4.66 2.63 -5.37
H 3.55 0.73 -3.02
H 4.06 0.43 -4.67
H 2.38 0.03 -4.18
H 1.86 3.11 -6.22
H 1.14 1.43 -5.81
H 2.69 1.62 -6.70
H -5.92 0.32 -0.42
H -5.47 -0.41 -1.99
H -5.78 1.37 -1.85
H -1.87 -4.48 -3.68
H -0.96 -4.84 -2.34
H -0.25 -5.17 -3.90
H -0.98 -2.54 -5.46
H 0.43 -3.53 -5.34
H 0.65 -1.78 -4.99
H 1.12 -3.25 -1.65
H 1.53 -1.88 -2.71
H 1.87 -3.57 -3.24
H -2.49 -4.94 4.93
H -1.50 -4.05 6.09
H -1.02 -5.66 5.58
H -1.36 -5.67 2.64
H 0.29 -5.91 3.20
H -0.10 -4.67 2.02
H 0.76 -3.35 5.59
H 1.32 -3.15 3.91
H 1.47 -4.73 4.81
O -8.88 -0.20 4.50
N -8.41 -1.05 3.88
Cl -4.72 4.72 -3.72
C -4.20 5.05 -2.05
Cl -5.39 4.27 -0.82
H -4.22 6.13 -1.81
H -3.21 4.58 -1.93
I -3.42 4.23 3.94
O -6.61 -1.83 4.74
O -6.73 -2.83 4.02

Record 3
Molecular formula: C4H2S
Method: DFT, ωB97M-V/def2-TZVPD

Summary:
* energy relative to the best compared isomer or geometry (same formula, charge and spin): 284.5 kJ/mol
* net charge: 0

Positions of all 7 atoms, in Å:
C -0.22 -1.30 0.01
C 0.93 0.96 0.02
C -0.02 0.06 0.03
C 1.03 -1.77 0.00
S 2.40 0.05 0.00
H -1.13 -1.87 0.00
H 0.91 2.04 -0.01

Record 4
Molecular formula: C26H37CdN7OS
Method: DFT, ωB97M-V/def2-TZVPD

Summary:
* net charge: +2
* energy: -2036.9598 a.u.

Positions of all 73 atoms, in Å:
Cd 0.16 2.54 0.57
C -3.67 1.23 -1.27
C -2.30 1.70 -0.89
N -1.98 2.31 0.18
C -2.85 2.66 1.27
C -2.12 2.50 2.63
N -0.68 2.79 2.65
C -0.26 4.10 3.17
C -0.31 5.21 2.10
N 0.41 4.81 0.88
C 1.80 5.27 0.72
C 2.77 4.15 0.21
N 2.00 3.20 -0.53
C 2.18 2.79 -1.72
C 3.37 3.08 -2.57
C 1.06 1.96 -2.25
C 1.10 1.09 -3.33
C -0.06 0.40 -3.66
C -1.21 0.56 -2.92
C -1.18 1.45 -1.84
N -0.07 2.13 -1.57
H -4.43 1.84 -0.79
H -3.82 0.19 -0.97
H -3.81 1.29 -2.35
H -3.75 2.04 1.31
H -3.16 3.70 1.11
H -2.24 1.45 2.92
H -2.65 3.12 3.36
H -0.26 2.10 3.26
H 0.78 4.00 3.51
H -0.87 4.42 4.02
H 0.10 6.13 2.54
H -1.35 5.41 1.85
H -0.12 5.14 0.08
H 2.17 5.65 1.68
H 1.84 6.09 0.00
H 3.21 3.63 1.07
H 3.57 4.62 -0.37
H 4.29 2.86 -2.02
H 3.39 4.14 -2.83
H 3.36 2.50 -3.48
H 2.01 0.92 -3.89
H -0.04 -0.28 -4.50
H -2.10 -0.01 -3.15
C 1.70 -5.76 -2.15
C 0.75 -4.63 -1.77
C 1.45 -3.64 -0.84
N 0.60 -2.49 -0.56
C 0.50 -1.77 0.55
S -0.25 -0.26 0.45
N 0.93 -2.23 1.75
C 0.87 -3.55 2.30
O 1.61 -3.80 3.21
C -0.15 -4.45 1.75
C -1.36 -3.99 1.24
C -2.31 -4.89 0.80
C -2.06 -6.25 0.87
C -0.87 -6.72 1.40
C 0.08 -5.82 1.85
H 1.20 -6.45 -2.83
H 2.00 -6.32 -1.26
H 2.59 -5.37 -2.64
H -0.14 -5.03 -1.29
H 0.44 -4.10 -2.68
H 2.36 -3.27 -1.33
H 1.74 -4.13 0.09
H 0.17 -2.08 -1.38
H 1.18 -1.53 2.44
H -1.58 -2.93 1.22
H -3.25 -4.53 0.41
H -2.81 -6.95 0.51
H -0.69 -7.78 1.47
H 1.01 -6.16 2.28

Record 5
Molecular formula: C24H32AsIrN3Si2
Method: DFT, ωB97M-V/def2-TZVPD

Summary:
* multiplicity: 5
* ⟨S²⟩: 6.04
* net charge: +1
* energy: -4016.8882 a.u.

Positions of all 63 atoms, in Å:
Ir -0.30 0.14 0.22
C -1.91 -3.85 -0.89
C -0.90 -4.40 -1.67
C 0.22 -3.64 -1.94
C 0.32 -2.36 -1.40
N -0.66 -1.84 -0.64
C -1.75 -2.57 -0.40
C 1.50 -1.49 -1.63
C 2.66 -1.92 -2.27
C 3.71 -1.03 -2.44
C 3.58 0.26 -1.96
C 2.41 0.62 -1.33
N 1.40 -0.24 -1.16
H -2.81 -4.41 -0.66
H -0.99 -5.41 -2.05
H 1.01 -4.05 -2.55
H -2.50 -2.11 0.22
H 2.74 -2.93 -2.63
H 4.61 -1.35 -2.94
H 4.37 0.99 -2.08
H 2.26 1.62 -0.93
C -2.21 5.12 -1.36
Si -1.72 3.97 0.02
C 0.02 4.28 0.61
C -2.93 3.98 1.43
As -1.69 1.78 -0.88
Si -3.87 0.99 -1.36
C -4.92 2.37 -2.04
C -3.69 -0.41 -2.58
C -4.50 0.41 0.30
H -2.28 6.14 -0.98
H -3.17 4.85 -1.79
H -1.47 5.10 -2.16
H 0.12 5.30 0.99
H 0.74 4.16 -0.21
H 0.29 3.59 1.41
H -2.99 4.98 1.86
H -2.62 3.30 2.22
H -3.94 3.70 1.11
H -4.54 2.71 -3.01
H -4.97 3.23 -1.37
H -5.94 2.01 -2.19
H -3.90 -0.06 -3.60
H -4.39 -1.21 -2.36
H -2.68 -0.83 -2.58
H -4.69 1.26 0.96
H -3.79 -0.24 0.80
H -5.44 -0.13 0.17
C 0.60 0.32 2.17
C 0.55 -1.12 2.18
C 1.63 -1.90 1.69
C 1.51 -3.26 1.52
C 0.31 -3.90 1.86
C -0.72 -3.17 2.48
C -0.60 -1.82 2.64
C 0.12 -5.28 1.54
N -0.03 -6.37 1.22
H 1.58 0.77 2.11
H -0.08 0.84 2.84
H 2.55 -1.40 1.42
H 2.32 -3.84 1.11
H -1.62 -3.69 2.80
H -1.41 -1.25 3.10

Record 6
Molecular formula: C6H12O
Method: DFT, ωB97M-V/def2-TZVPD

Summary:
* energy relative to the best compared isomer or geometry (same formula, charge and spin): 477.7 kJ/mol
* net charge: 0

Positions of all 19 atoms, in Å:
C 2.25 -0.52 -0.75
C 1.75 0.56 0.20
O 0.22 0.80 -0.47
C -0.68 1.57 0.37
C -0.90 0.13 0.22
C -0.57 -0.80 1.36
C -1.91 -0.36 -0.78
H 2.23 -0.29 -1.83
H 3.30 -0.68 -0.48
H 1.73 -1.48 -0.60
H 2.15 1.52 -0.17
H -1.28 2.28 -0.19
H -0.19 1.92 1.27
H 0.37 -0.48 1.82
H -0.46 -1.83 1.00
H -1.40 -0.77 2.07
H -1.58 -1.31 -1.21
H -2.06 0.36 -1.58
H -2.86 -0.53 -0.27